Record 1
Below is 10 unconnected molecules or ions with the total composition C50H93BFN3O13 at a distorted geometry, with properties calculated with the ωB97M-V functional and the def2-TZVPD basis.

Last column: Löwdin charge in e.
CARTESIAN COORDINATES (ANGSTROEM)
C: 2.339 3.148 -0.283  0.074
C: 3.455 2.676 -0.332  -0.109
C: 4.872 2.038 -0.318  -0.110
C: 4.881 0.461 -0.170  -0.171
B: 6.476 0.156 0.096  -0.459
N: 6.972 -1.215 0.501  0.122
O: 7.495 1.155 -0.074  0.069
C: 4.663 -0.436 -1.496  -0.370
O: 4.722 -0.071 -2.654  0.103
N: 4.345 -1.701 -0.898  0.118
C: 3.179 -1.402 -0.021  -0.326
C: 2.939 -2.796 0.734  -0.086
C: 1.587 -2.830 1.575  -0.180
C: 0.354 -3.533 0.868  -0.175
C: -0.934 -3.192 1.773  -0.195
C: -2.252 -3.164 0.875  -0.201
C: -2.376 -1.804 0.036  -0.213
C: -3.879 -1.397 -0.316  -0.207
C: -4.057 0.160 -0.012  -0.218
C: -5.406 0.724 -0.648  -0.201
C: -6.388 1.180 0.535  -0.252
C: -7.873 0.643 0.334  -0.133
C: 1.917 -0.658 -0.615  -0.087
C: 1.154 -1.322 -1.832  -0.079
C: 1.782 -2.604 -2.480  -0.442
N: 2.622 -2.387 -3.686  0.088
O: 1.617 -3.756 -2.142  0.079
C: 3.847 -0.212 0.859  -0.143
C: 4.451 -0.553 2.279  -0.040
C: 3.383 -0.784 3.415  -0.394
O: 3.478 -1.786 4.064  0.131
F: 2.364 0.112 3.725  0.062
H: 1.310 3.452 0.028  0.067
H: 5.430 2.518 0.544  0.125
H: 5.364 2.307 -1.306  0.134
H: 7.554 -1.496 -0.311  0.085
H: 7.662 -1.033 1.242  0.079
H: 7.691 1.182 -1.032  0.126
H: 4.293 -2.529 -1.495  0.118
H: 3.777 -3.020 1.469  0.110
H: 2.966 -3.672 0.012  0.098
H: 1.277 -1.806 1.944  0.095
H: 1.809 -3.439 2.511  0.108
H: 0.109 -3.136 -0.154  0.076
H: 0.412 -4.663 0.810  0.089
H: -0.815 -2.138 2.188  0.100
H: -1.049 -3.894 2.645  0.106
H: -3.185 -3.313 1.508  0.103
H: -2.206 -3.997 0.103  0.118
H: -1.872 -2.011 -0.962  0.091
H: -1.875 -0.931 0.547  0.101
H: -4.073 -1.552 -1.418  0.106
H: -4.592 -2.046 0.264  0.106
H: -3.204 0.731 -0.497  0.107
H: -4.018 0.268 1.117  0.107
H: -5.177 1.636 -1.287  0.094
H: -5.910 -0.035 -1.313  0.101
H: -6.029 0.838 1.550  0.095
H: -6.448 2.312 0.564  0.100
H: -8.516 1.049 1.173  0.034
H: -8.319 0.981 -0.648  0.073
H: -7.887 -0.485 0.350  0.072
H: 1.175 -0.550 0.240  0.128
H: 2.165 0.411 -0.910  0.108
H: 1.080 -0.545 -2.660  0.120
H: 0.075 -1.542 -1.557  0.090
H: 2.208 -1.677 -4.294  0.075
H: 3.582 -2.148 -3.429  0.048
H: 2.958 0.443 1.135  0.137
H: 5.152 -1.430 2.279  0.118
H: 5.074 0.340 2.625  0.146
C: 0.395 5.501 -5.199  -0.018
C: 0.849 5.299 -3.776  -0.496
C: 2.271 4.849 -3.561  -0.022
O: 0.098 5.492 -2.841  0.054
H: -0.647 5.825 -5.204  0.066
H: 1.003 6.271 -5.678  0.088
H: 0.473 4.563 -5.751  0.089
H: 2.962 5.590 -3.967  0.087
H: 2.431 3.881 -4.040  0.089
H: 2.459 4.744 -2.492  0.052
C: -12.149 1.043 3.342  -0.025
C: -10.725 1.470 3.580  -0.485
C: -10.377 1.980 4.955  -0.023
O: -9.891 1.407 2.700  0.048
H: -12.256 0.699 2.312  0.087
H: -12.408 0.223 4.012  0.058
H: -12.823 1.887 3.502  0.087
H: -10.558 1.200 5.697  0.086
H: -10.972 2.865 5.185  0.084
H: -9.320 2.251 4.982  0.081
C: 11.171 4.182 1.941  -0.024
C: 10.037 3.950 0.978  -0.502
C: 8.705 3.556 1.560  -0.028
O: 10.190 4.076 -0.221  0.055
H: 12.068 4.459 1.384  0.083
H: 10.919 4.995 2.625  0.086
H: 11.375 3.266 2.501  0.072
H: 8.344 4.342 2.227  0.088
H: 8.802 2.614 2.103  0.088
H: 7.985 3.423 0.754  0.061
C: -3.477 5.211 -1.442  -0.018
C: -4.012 4.919 -2.820  -0.493
C: -3.695 5.911 -3.909  -0.010
O: -4.671 3.924 -3.045  0.054
H: -3.781 4.414 -0.760  0.076
H: -2.386 5.253 -1.468  0.073
H: -3.883 6.157 -1.078  0.085
H: -2.613 5.984 -4.041  0.062
H: -4.111 6.888 -3.653  0.091
H: -4.142 5.574 -4.845  0.053
C: 5.283 -5.496 -1.058  -0.015
C: 5.719 -5.715 0.369  -0.491
C: 7.123 -6.212 0.595  -0.023
O: 4.969 -5.499 1.299  0.061
H: 4.252 -5.138 -1.071  0.065
H: 5.921 -4.745 -1.530  0.084
H: 5.334 -6.435 -1.611  0.090
H: 7.841 -5.493 0.195  0.083
H: 7.256 -7.184 0.115  0.085
H: 7.299 -6.324 1.666  0.083
C: 13.114 1.021 0.208  -0.019
C: 13.562 0.799 1.630  -0.503
C: 14.976 0.326 1.844  -0.025
O: 12.813 0.994 2.565  0.056
H: 12.077 1.360 0.203  0.075
H: 13.734 1.786 -0.263  0.090
H: 13.179 0.086 -0.353  0.086
H: 15.679 1.061 1.446  0.086
H: 15.124 -0.639 1.356  0.085
H: 15.160 0.209 2.913  0.083
C: -7.502 5.732 -7.444  -0.025
C: -6.371 4.858 -6.965  -0.496
C: -6.686 3.412 -6.683  -0.020
O: -5.252 5.301 -6.812  0.050
H: -7.131 6.745 -7.606  0.081
H: -7.896 5.348 -8.387  0.084
H: -8.292 5.764 -6.691  0.086
H: -7.044 2.925 -7.593  0.084
H: -7.439 3.341 -5.896  0.089
H: -5.781 2.904 -6.347  0.085
C: -16.367 -0.783 3.780  -0.021
C: -15.239 -1.657 4.265  -0.493
C: -15.555 -3.104 4.545  -0.023
O: -14.121 -1.213 4.425  0.057
H: -15.996 0.230 3.620  0.081
H: -16.755 -1.168 2.834  0.087
H: -17.161 -0.752 4.528  0.086
H: -15.907 -3.590 3.633  0.086
H: -16.314 -3.174 5.327  0.086
H: -14.652 -3.611 4.886  0.083
C: 0.662 -8.775 2.292  -0.024
C: 0.886 -7.306 2.044  -0.486
C: 2.080 -6.667 2.692  -0.008
O: 0.131 -6.658 1.348  0.056
H: -0.236 -9.099 1.763  0.082
H: 1.513 -9.349 1.921  0.084
H: 0.522 -8.956 3.360  0.085
H: 2.995 -7.145 2.338  0.081
H: 2.005 -6.750 3.778  0.093
H: 2.112 -5.611 2.423  0.062

Output
**Kohn-Sham gap**: 9.0 eV
**Structure (SMILES)**: C#CC[C@]1(B(N)O)C(=O)N[C@](CCCCCCCCCCC)(CCC(N)=O)[C@H]1CC(=O)F.CC(C)=O.CC(C)=O.CC(C)=O.CC(C)=O.CC(C)=O.CC(C)=O.CC(C)=O.CC(C)=O.CC(C)=O
**Total charge**: 0
**Max |F|**: 2.74 eV/A
**Electronic energy**: -87836.9646 eV
**Multiplicity**: 1

Record 2
Below is 2 unconnected molecules or ions with the total composition C4H10NO3 at a distorted geometry, with properties calculated with the ωB97M-V functional and the def2-TZVPD basis.

Last column: natural (NBO) charge in e.
CARTESIAN COORDINATES (ANGSTROEM)
C: -1.177 -1.017 -2.704  -0.734
C: 0.009 -1.820 -2.196  0.679
N: 0.413 -1.666 -0.874  -0.617
C: -0.119 -0.613 -0.061  -0.309
C: 0.568 0.851 -0.314  0.016
O: 0.551 1.615 0.763  -0.941
O: 0.709 -2.519 -2.920  -0.672
H: -1.225 0.050 -2.637  0.255
H: -1.998 -1.327 -2.045  0.217
H: -1.474 -1.522 -3.612  0.224
H: 1.259 -2.144 -0.635  0.396
H: -1.185 -0.429 -0.132  0.177
H: 0.082 -0.742 1.005  0.200
H: 1.588 0.628 -0.638  0.077
H: -0.094 1.254 -1.204  0.030
H: -0.968 3.166 6.145  0.476
H: 0.274 4.002 6.447  0.471
O: -0.660 3.922 6.648  -0.946

Output
**Kohn-Sham gap**: 5.8 eV
**Total charge**: -1
**Max |F|**: 3.06 eV/A
**Energy relative to the best compared isomer or geometry (same formula, charge and spin)**: 68.7 kcal/mol
**Electronic energy**: -11942.4180 eV
**Multiplicity**: 1

Record 3
Below is 2 unconnected molecules or ions with the total composition C6H12O, with properties calculated with the ωB97M-V functional and the def2-TZVPD basis.

Last column: natural (NBO) charge in e.
CARTESIAN COORDINATES (ANGSTROEM)
C: 1.003 1.800 0.035  -0.532
C: 0.993 0.738 0.832  0.170
O: 1.266 -0.546 0.474  -0.527
C: 2.320 -0.676 -0.461  -0.249
H: 0.768 2.776 0.441  0.214
H: 1.133 1.719 -1.040  0.200
H: 0.715 0.795 1.882  0.183
H: 3.233 -0.249 -0.027  0.181
H: 2.110 -0.168 -1.408  0.172
H: 2.457 -1.742 -0.648  0.194
C: -1.947 0.879 0.032  -0.394
C: -1.864 -0.353 0.520  -0.180
C: -1.636 -1.585 -0.307  -0.648
H: -1.825 1.078 -1.032  0.186
H: -2.065 1.748 0.673  0.196
H: -1.930 -0.497 1.600  0.190
H: -2.569 -2.148 -0.426  0.214
H: -1.264 -1.324 -1.304  0.207
H: -0.901 -2.246 0.164  0.221

Output
**Kohn-Sham gap**: 9.6 eV
**Structure (SMILES)**: C=COC.C=CC
**Total charge**: 0
**Max |F|**: 0.34 eV/A
**Energy relative to the best compared isomer or geometry (same formula, charge and spin)**: 58.1 kcal/mol
**Electronic energy**: -8461.8327 eV
**Multiplicity**: 1